(1)
Formula: C30H44N10S3TeY
Source: OMol25
Level of theory: the ωB97M-V functional and the def2-TZVPD basis

Element x y z (Å)
Y  -0.762  -0.547  -1.266
C  2.734  -1.362  -1.793
N  1.521  -2.211  -1.712
C  1.619  -3.051  -0.510
C  0.278  -3.609  -0.087
N  -0.548  -2.609  0.629
C  0.178  -2.121  1.822
C  -1.795  -3.247  1.058
C  -1.731  -4.238  2.035
C  -2.862  -4.882  2.502
C  -4.096  -4.523  1.967
C  -4.170  -3.545  0.995
C  -3.029  -2.869  0.502
S  -3.249  -1.670  -0.728
C  1.454  -3.056  -2.905
C  2.538  -3.878  -3.211
C  2.557  -4.676  -4.341
C  1.462  -4.656  -5.196
C  0.376  -3.852  -4.901
C  0.339  -3.036  -3.755
S  -1.111  -2.124  -3.431
H  2.726  -0.816  -2.730
H  3.651  -1.964  -1.715
H  2.708  -0.628  -0.992
H  2.040  -2.436  0.286
H  2.320  -3.877  -0.668
H  0.445  -4.479  0.561
H  -0.278  -3.947  -0.965
H  0.750  -2.921  2.309
H  -0.550  -1.752  2.541
H  0.865  -1.315  1.561
H  -0.767  -4.517  2.448
H  -2.782  -5.648  3.263
H  -5.001  -5.010  2.311
H  -5.127  -3.261  0.575
H  3.400  -3.888  -2.554
H  3.418  -5.298  -4.554
H  1.454  -5.269  -6.089
H  -0.489  -3.837  -5.553
C  4.709  3.622  3.303
C  3.859  2.579  2.632
C  4.173  1.226  2.694
C  3.353  0.309  2.054
N  2.267  0.644  1.362
C  1.966  1.944  1.300
C  2.722  2.927  1.915
H  5.581  3.174  3.779
H  4.136  4.154  4.064
H  5.053  4.360  2.577
H  5.054  0.888  3.229
H  3.592  -0.751  2.088
H  1.104  2.197  0.687
H  2.427  3.966  1.818
C  -0.204  3.915  3.401
C  -1.561  3.703  4.064
C  -2.635  4.568  3.405
C  -1.947  2.217  4.076
N  -1.919  1.594  2.765
C  -0.977  0.856  2.189
N  -1.350  0.590  0.964
N  -2.559  1.172  0.802
N  -2.913  1.771  1.870
H  0.114  4.952  3.528
H  -0.265  3.724  2.325
H  0.565  3.268  3.833
H  -1.487  3.982  5.120
H  -2.749  4.300  2.355
H  -2.351  5.621  3.455
H  -3.602  4.447  3.900
H  -2.955  2.094  4.474
H  -1.258  1.657  4.707
H  -0.045  0.580  2.651
S  -2.945  0.998  -2.450
C  -2.165  1.538  -3.843
N  -1.925  2.841  -4.133
C  -0.895  2.937  -5.171
C  -0.872  1.515  -5.760
N  -1.724  0.773  -4.839
H  -1.820  3.421  -3.313
H  0.064  3.171  -4.708
H  -1.157  3.691  -5.915
H  0.136  1.102  -5.764
H  -1.286  1.476  -6.770
H  -1.587  -0.222  -4.663
Te  0.857  1.598  -2.210
N  -1.188  3.866  -0.103
H  -0.401  3.782  -0.747
H  -1.650  4.752  -0.285
H  -1.826  3.138  -0.420

For the highest occupied orbital energy, the calculation gives -3.0 eV. Its net charge is -1.

=====

(2)
Formula: C5H8S3
Source: OMol25
Level of theory: the ωB97M-V functional and the def2-TZVPD basis

Element x y z (Å)
C  0.760  2.854  -0.071
C  0.735  0.121  -0.498
C  0.706  -1.288  0.033
C  -0.718  -1.976  -0.047
C  -1.692  -1.163  0.781
H  0.199  2.690  -0.970
H  0.273  3.545  0.550
H  1.745  3.258  -0.378
H  1.101  -1.273  1.046
H  1.401  -1.832  -0.572
H  -0.976  -2.027  -1.082
H  -0.626  -2.995  0.322
H  -1.426  -1.070  1.835
S  0.934  1.292  0.815
S  0.663  0.435  -2.084
S  -3.081  -0.571  0.319

For the highest occupied orbital energy, the calculation gives -8.7 eV. Its net charge is 0.

=====

(3)
Formula: C32H72F6N7O12S6
Source: OMol25
Level of theory: the ωB97M-V functional and the def2-TZVPD basis

Element x y z (Å)
C  -4.851  3.603  4.435
C  -4.587  2.141  4.090
C  -3.849  1.872  2.715
N  -4.011  0.416  2.326
C  -3.541  -0.623  3.416
C  -5.446  0.076  1.805
C  -5.372  -0.897  0.614
C  -3.728  -0.966  0.376
C  -3.039  0.232  1.115
H  -5.599  4.058  3.785
H  -3.976  4.221  4.235
H  -5.239  3.840  5.426
H  -5.581  1.708  4.204
H  -3.855  1.764  4.804
H  -2.771  2.029  2.731
H  -4.299  2.341  1.840
H  -2.490  -0.443  3.643
H  -3.580  -1.680  3.150
H  -4.194  -0.409  4.262
H  -5.972  -0.380  2.643
H  -5.829  1.028  1.438
H  -5.825  -1.809  1.001
H  -5.866  -0.504  -0.275
H  -3.154  -1.658  0.992
H  -3.282  -0.902  -0.617
H  -1.999  0.072  1.399
H  -3.256  1.132  0.540
C  -2.548  9.332  -5.382
C  -1.170  9.926  -4.791
C  -1.402  10.098  -3.281
N  -0.905  8.969  -2.261
C  -1.460  7.590  -2.723
C  -1.408  9.320  -0.886
C  -0.284  9.319  0.182
C  0.957  9.401  -0.743
C  0.568  8.891  -2.131
H  -2.918  8.529  -4.745
H  -2.272  8.899  -6.343
H  -3.343  10.078  -5.412
H  -0.901  10.908  -5.178
H  -0.348  9.244  -5.006
H  -2.446  10.335  -3.077
H  -0.778  10.928  -2.949
H  -1.038  6.693  -2.270
H  -1.462  7.561  -3.813
H  -2.536  7.517  -2.570
H  -2.390  8.979  -0.558
H  -1.820  10.326  -0.956
H  -0.188  8.303  0.566
H  -0.291  10.015  1.021
H  1.643  8.678  -0.303
H  1.558  10.310  -0.754
H  1.021  7.929  -2.370
H  1.063  9.405  -2.955
C  7.774  1.321  -2.024
C  6.252  1.127  -1.953
C  5.669  0.737  -3.264
N  4.214  0.380  -3.311
C  3.796  -0.697  -2.378
C  3.878  -0.008  -4.766
C  2.524  0.686  -5.220
C  2.002  1.377  -4.025
C  3.263  1.567  -3.061
H  8.177  0.312  -2.114
H  8.319  1.809  -1.216
H  8.227  1.785  -2.900
H  5.707  2.038  -1.709
H  5.918  0.539  -1.098
H  6.223  0.084  -3.938
H  5.667  1.649  -3.861
H  3.916  -0.213  -1.409
H  4.608  -1.411  -2.241
H  2.859  -1.243  -2.488
H  3.860  -1.097  -4.822
H  4.616  0.484  -5.399
H  1.899  -0.048  -5.729
H  2.845  1.277  -6.078
H  1.245  0.798  -3.496
H  1.369  2.230  -4.272
H  2.855  1.532  -2.051
H  3.781  2.525  -3.124
C  1.686  -7.593  3.050
C  2.212  -8.910  3.548
C  3.718  -8.802  3.566
N  4.458  -10.111  4.091
C  4.199  -10.370  5.598
C  3.970  -11.452  3.440
C  4.590  -11.389  1.997
C  6.019  -10.969  2.422
C  5.963  -10.112  3.794
H  0.603  -7.664  2.953
H  1.996  -7.240  2.066
H  1.902  -6.716  3.659
H  1.793  -9.711  2.939
H  2.035  -9.135  4.599
H  4.099  -8.143  4.346
H  4.167  -8.402  2.657
H  3.160  -10.568  5.863
H  4.435  -9.473  6.171
H  4.840  -11.123  6.057
H  4.412  -12.313  3.942
H  2.903  -11.664  3.510
H  4.639  -12.311  1.418
H  4.196  -10.605  1.351
H  6.500  -11.924  2.634
H  6.421  -10.454  1.550
H  6.632  -10.420  4.597
H  6.167  -9.047  3.681
N  -6.807  4.624  -1.839
S  -6.844  3.947  -3.434
O  -6.234  4.756  -4.477
O  -7.899  3.014  -3.682
F  -5.507  2.988  -3.384
S  -8.232  5.156  -2.086
O  -9.353  4.363  -1.683
O  -8.260  6.260  -3.113
F  -7.986  6.176  -0.896
N  2.966  1.480  3.180
S  3.746  2.755  4.009
O  5.193  2.854  4.135
O  3.115  3.491  5.113
F  3.536  3.773  2.786
S  3.477  0.468  4.135
O  2.830  0.344  5.493
O  4.905  0.227  4.139
F  2.933  -0.738  3.312
N  -5.999  -7.629  -2.221
S  -6.976  -8.702  -2.382
O  -7.914  -8.851  -1.227
O  -6.672  -9.932  -3.140
F  -7.921  -8.004  -3.461
S  -5.171  -8.370  -1.060
O  -4.590  -9.723  -1.240
O  -5.521  -7.762  0.302
F  -3.708  -7.637  -1.231

For the highest occupied orbital energy, the calculation gives -8.9 eV. Its net charge is +1.

=====

Energy above the lowest of the compared OMol25 structures with the same formula, charge and spin across the listed records, respectively: 27.8, 73.5, 1441.3 kJ/mol.